Here is a cluster of 6 separate species, C36H42BN7O4P in total in a non-equilibrium geometry from OMol25. Energies are from ωB97M-V/def2-TZVPD.

**Kohn-Sham gap**: 6.9 eV
**E**: -2447.5358 hartree

Geometry as ORCA input:
```
! RIJCOSX wB97M-V def2-TZVPD def2/J DEFGRID3
* xyz -1 1
C 5.0051 0.7755 2.2831
O 5.9543 0.5919 1.2297
B 5.7807 1.4966 0.1788
O 6.4969 2.6851 0.2846
C 4.8487 1.1904 -1.1030
N 3.4507 0.8724 -0.7943
C 2.7421 1.9860 -0.1594
C 1.2555 1.6191 -0.1457
C 0.4506 1.9397 -1.2082
C -0.8718 1.5583 -1.1904
C -1.3765 0.8505 -0.1279
C -2.8163 0.3672 -0.0819
C -0.5562 0.5587 0.9425
C 0.7650 0.9308 0.9445
P 5.5217 -0.3736 -1.8510
N 5.3068 -1.5940 -0.8524
C 5.0680 2.2735 -2.1792
O 4.1417 2.9187 -2.7085
O 6.2868 2.3981 -2.4999
H 4.7744 1.8326 2.4631
H 4.0880 0.2417 1.9909
H 5.3894 0.2913 3.1837
H 7.2737 2.5879 -0.2831
H 3.4176 0.1048 -0.1251
H 3.0349 2.1735 0.8882
H 2.8146 2.9149 -0.7280
H 0.8917 2.4764 -2.0438
H -1.4973 1.8121 -2.0442
H -2.7673 -0.7274 0.0230
H -3.3231 0.6101 -1.0268
H -3.3657 0.7324 0.7969
H -1.0017 0.0078 1.7690
H 1.4203 0.6794 1.7742
H 6.8622 -0.1682 -2.2310
H 4.7920 -0.6803 -3.0292
H 4.7040 -2.2783 -1.2979
N -5.1098 1.6536 1.8605
C -6.1623 1.8085 1.0591
C -7.4532 2.0284 1.5164
C -7.6634 2.0869 2.8841
C -6.5819 1.9259 3.7346
C -5.3319 1.7141 3.1728
H -5.9491 1.7513 -0.0040
H -8.2701 2.1499 0.8182
H -8.6565 2.2558 3.2820
H -6.7031 1.9640 4.8087
H -4.4552 1.5858 3.7991
N -0.2092 -3.0698 1.4920
C -0.6667 -3.1295 0.2401
C -1.4422 -4.1733 -0.2456
C -1.7584 -5.2142 0.6111
C -1.2918 -5.1724 1.9134
C -0.5269 -4.0819 2.2991
H -0.3937 -2.2937 -0.3964
H -1.7879 -4.1675 -1.2707
H -2.3607 -6.0471 0.2695
H -1.5171 -5.9653 2.6133
H -0.1425 -4.0050 3.3116
N -4.8148 0.4022 -3.3376
C -3.9810 1.0409 -4.1584
C -3.5194 0.5130 -5.3544
C -3.9444 -0.7531 -5.7189
C -4.8093 -1.4356 -4.8793
C -5.2125 -0.8147 -3.7073
H -3.6712 2.0275 -3.8309
H -2.8443 1.0795 -5.9809
H -3.6058 -1.2024 -6.6441
H -5.1638 -2.4272 -5.1264
H -5.8907 -1.3106 -3.0209
N -3.7609 -6.7713 3.7508
C -4.6340 -7.7703 3.8753
C -5.4566 -7.9416 4.9779
C -5.3653 -7.0250 6.0126
C -4.4630 -5.9804 5.9031
C -3.6892 -5.8993 4.7552
H -4.6687 -8.4648 3.0427
H -6.1492 -8.7711 5.0237
H -5.9893 -7.1235 6.8922
H -4.3605 -5.2438 6.6882
H -2.9715 -5.0960 4.6234
N 6.6184 7.0544 -2.7985
C 6.7369 5.7237 -2.7501
C 7.9472 5.0560 -2.8853
C 9.0923 5.8071 -3.0853
C 8.9893 7.1904 -3.1402
C 7.7355 7.7584 -2.9899
H 5.8167 5.1696 -2.5968
H 7.9776 3.9757 -2.8352
H 10.0554 5.3226 -3.1970
H 9.8614 7.8132 -3.2954
H 7.6068 8.8364 -3.0224
*
```

Want to see where the charge sits? The Löwdin charges in e are: -0.0789, -0.0047, -0.6365, 0.1413, -0.3923, 0.0007, -0.1683, -0.2174, -0.0283, -0.0536, -0.2932, -0.0494, -0.0728, -0.0400, 0.8007, -0.3185, -0.7107, -0.0271, -0.1033, 0.0910, 0.0776, 0.0873, 0.1030, 0.0889, 0.1069, 0.1160, 0.1242, 0.0976, 0.0680, 0.0516, 0.0429, 0.1092, 0.1101, 0.0100, 0.0201, -0.0678, 0.0534, -0.1390, -0.0747, -0.0901, -0.0791, -0.1435, 0.1069, 0.0989, 0.1012, 0.0976, 0.1069, 0.0660, -0.1501, -0.0741, -0.0861, -0.0899, -0.1604, 0.1065, 0.0987, 0.1014, 0.0749, 0.0986, 0.0527, -0.1563, -0.0685, -0.0839, -0.0794, -0.1582, 0.1033, 0.1034, 0.1037, 0.0975, 0.1010, 0.0574, -0.1526, -0.0777, -0.0855, -0.0708, -0.1477, 0.1025, 0.0987, 0.1033, 0.1014, 0.1010, 0.0483, -0.1189, -0.0590, -0.0941, -0.1034, -0.1870, 0.1021, 0.0842, 0.0962, 0.0877, 0.0902


Here is a structure of composition C36H42F27HgO16S in a non-equilibrium geometry from OMol25. Energies are from ωB97M-V/def2-TZVPD.

**Kohn-Sham gap (spin up / spin down)**: 5.5 / 3.3 eV
**E**: -5848.1029 hartree

Geometry as ORCA input:
```
! RIJCOSX wB97M-V def2-TZVPD def2/J DEFGRID3
* xyz 2 2
Hg 0.4546 -2.5454 5.0351
C 0.6931 -0.8107 0.4964
F 0.0277 -0.1711 -0.4968
F 0.5831 -2.1615 0.2933
F 2.0130 -0.4817 0.4123
S -0.1232 -0.2870 2.1876
O 0.2440 1.1219 2.2924
O -1.5632 -0.5335 2.0033
O 0.4854 -1.1024 3.2398
C 5.1286 -3.0574 -2.4271
C 6.1196 -4.2200 -2.1652
C 5.8636 -5.0629 -0.9014
F 6.7867 -5.9632 -0.7290
F 5.5001 -4.4564 0.2313
F 6.1121 -5.0436 -3.2215
F 7.3517 -3.6898 -2.1849
O 3.7423 -3.4686 -2.3942
C 2.7910 -2.4960 -2.7703
C 1.3267 -3.0297 -2.7745
F 0.4602 -2.0912 -3.1462
F 1.0982 -4.1741 -3.4388
F 2.9845 -1.4669 -1.9233
F 3.1160 -2.1082 -4.0301
H 5.3532 -2.6061 -3.3935
H 5.4091 -2.2884 -1.7074
H 5.0639 -5.7111 -1.2596
H 1.0642 -3.3317 -1.7606
C -3.4098 3.2300 -2.7975
C -4.4882 3.9931 -3.5881
C -4.2470 3.8633 -5.0837
F -3.0466 4.4292 -5.4076
F -4.1818 2.6324 -5.6040
F -5.7283 3.5974 -3.3098
F -4.5069 5.2616 -3.2051
O -3.9419 2.9791 -1.4679
C -3.2042 2.1551 -0.5079
C -3.6698 2.2669 0.9137
F -3.6506 3.5309 1.3584
F -4.9212 1.8203 1.1047
F -3.3036 0.9133 -0.9257
F -1.9202 2.5202 -0.5469
H -2.4623 3.7687 -2.7863
H -3.0945 2.3436 -3.3480
H -5.0568 4.3626 -5.6157
H -2.9514 1.7143 1.5192
C 1.3857 2.8255 -4.3346
C 0.9468 1.3398 -3.9759
C -0.1327 0.8636 -4.9780
F -1.3079 1.4489 -4.9681
F 0.1683 0.9394 -6.3068
F 1.9603 0.5003 -3.9594
F 0.3558 1.4085 -2.8050
O 0.4051 3.9066 -4.3677
C 0.8622 5.1402 -4.9558
C -0.2525 6.2264 -4.8885
F -0.5523 6.5022 -3.5983
F -0.0011 7.3267 -5.5139
F 2.0090 5.6113 -4.3946
F 1.1679 4.8315 -6.2511
H 1.9554 2.7391 -5.2598
H 2.0718 3.0446 -3.5165
H -0.3095 -0.1867 -4.7462
H -1.1468 5.7929 -5.3361
O 1.1103 -0.4355 5.7660
C 1.9389 0.4014 5.7851
O 2.8619 0.4689 6.7041
C 3.8118 1.4823 6.4760
C 2.9593 2.4880 5.7346
C 2.1392 1.5663 4.8454
H 4.6590 1.0907 5.9129
H 4.1859 1.9881 7.3661
H 3.6169 3.1050 5.1223
H 2.4236 3.1824 6.3819
H 2.7109 1.2538 3.9716
H 1.2009 2.0366 4.5513
O 0.6013 5.9897 1.7772
C 1.0028 4.8826 1.4092
O 2.2469 4.5468 1.6897
C 2.5688 3.2649 1.0593
C 1.6022 3.1434 -0.1220
C 0.3861 3.9007 0.4309
H 2.4466 2.4115 1.7264
H 3.6045 3.3367 0.7275
H 1.3114 2.1093 -0.3064
H 2.0237 3.5634 -1.0353
H -0.3001 3.2547 0.9785
H -0.0829 4.4883 -0.3583
O -1.5455 -1.4953 5.1551
C -2.5819 -0.8498 5.2486
O -2.8019 -0.1836 6.3638
C -4.0432 0.5334 6.3588
C -4.6451 0.2320 4.9920
C -3.7502 -0.7673 4.3168
H -3.8234 1.5887 6.5204
H -4.5854 0.1428 7.2199
H -4.6807 1.1681 4.4348
H -5.6271 -0.1800 5.2243
H -3.4804 -0.4973 3.2958
H -4.3022 -1.7072 4.3089
O -2.0307 -5.5283 -0.4452
C -2.4694 -4.3747 -0.5058
O -2.0627 -3.4499 -1.3961
C -2.6663 -2.1826 -1.1687
C -3.9024 -2.5327 -0.4216
C -3.5701 -3.8063 0.3703
H -2.8694 -1.6625 -2.1048
H -2.0517 -1.4881 -0.5959
H -4.7765 -2.6598 -1.0603
H -4.1344 -1.7295 0.2778
H -4.3971 -4.5163 0.3666
H -3.1599 -3.7048 1.3751
O 0.5926 -3.8400 2.9768
C 0.9173 -4.6285 2.1155
O 2.0207 -4.5024 1.3555
C 2.1827 -5.6065 0.4320
C 0.9033 -6.3584 0.3866
C 0.2311 -5.9300 1.7455
H 2.9742 -6.2900 0.7394
H 2.3535 -5.1224 -0.5296
H 0.9343 -7.4466 0.3319
H 0.2963 -6.0379 -0.4601
H 0.4851 -6.7106 2.4626
H -0.8507 -5.8021 1.7073
*
```

Results of the Löwdin charge analysis, in e, for atoms 1 through 99: 1.4344, -0.5352, 0.1026, 0.1060, 0.1107, 0.5552, -0.3192, -0.3091, -0.4142, -0.0340, -0.4554, -0.3756, 0.1491, 0.1176, 0.1400, 0.1343, 0.0128, -0.4799, -0.3119, 0.1161, 0.1249, 0.1347, 0.1386, 0.1457, 0.1395, 0.1602, 0.1428, -0.0343, -0.4956, -0.2959, 0.0758, 0.1139, 0.1552, 0.1539, 0.0257, -0.5075, -0.3155, 0.1146, 0.1258, 0.1861, 0.1359, 0.1334, 0.1254, 0.1777, 0.1526, -0.0235, -0.4996, -0.3165, 0.1212, 0.0974, 0.1729, 0.1334, -0.0015, -0.4447, -0.3463, 0.0899, 0.1744, 0.1343, 0.1338, 0.1435, 0.1201, 0.1579, 0.1537, 0.0483, -0.4850, 0.0915, -0.1300, -0.1438, -0.0648, 0.1428, 0.1439, 0.1217, 0.1334, 0.1340, 0.1237, 0.4412, -0.2901, 0.1235, -0.0656, -0.0821, -0.0099, 0.1139, 0.1489, 0.1106, 0.1293, 0.1245, 0.1514, -0.0199, -0.4210, 0.0732, -0.1047, -0.1296, -0.0523, 0.1339, 0.1376, 0.1217, 0.1294, 0.1046, 0.1471


Here is a cluster of 2 separate species, C36H43ClF3N3O2PS2Si in total in a non-equilibrium geometry from OMol25. Energies are from ωB97M-V/def2-TZVPD.

**Kohn-Sham gap**: 3.2 eV
**E**: -3898.8043 hartree

Geometry as ORCA input:
```
! RIJCOSX wB97M-V def2-TZVPD def2/J DEFGRID3
* xyz -1 1
C 3.3824 -1.8900 -4.4464
C 3.5602 -0.5114 -3.6028
S 2.7654 0.8531 -4.5891
C 1.6833 1.9113 -3.5145
C 0.6115 1.1014 -2.6377
C 0.3116 -0.4054 -2.9495
C -0.7572 -1.1762 -2.1313
C -1.5023 -0.4116 -1.0142
C -1.2250 1.0897 -0.6226
C -0.1373 1.8522 -1.4707
C 0.1692 3.3869 -1.1689
C -0.9848 4.3724 -1.7600
C -1.6043 3.8683 -3.1488
F -2.1048 5.0719 -3.8341
N -1.9337 1.8288 0.4356
C -1.2898 1.7469 1.7622
F -2.3600 1.4978 2.7210
F -0.7608 3.0429 2.1515
C -0.2301 0.5747 1.9669
C 1.2941 0.9885 1.5418
Si 2.6505 0.0335 2.4984
C 2.1927 -0.4629 4.2876
C 4.1533 1.2616 2.6582
C 3.3371 -1.5051 1.5917
C 3.5221 -2.8259 2.4156
C 4.1172 -4.1318 1.7725
C 4.5465 -4.1612 0.2829
C 4.3617 -2.8694 -0.5495
C 3.7666 -1.5637 0.0965
C -3.3855 1.5782 0.4583
C -4.3876 2.7780 0.6652
N -3.9179 4.1768 0.8736
C -5.9365 2.5150 0.6385
C -6.5572 1.0851 0.3923
P -8.4488 0.8014 0.3090
O -8.8306 0.0779 -1.2252
Cl -9.3743 2.7407 0.3049
C -5.5663 -0.0961 0.2185
C -5.9917 -1.6333 0.0032
C -5.8354 -2.5922 1.2273
C -6.2677 -4.0638 0.8533
C -6.7556 -4.2729 -0.5935
N -6.8538 -3.3713 -1.6834
C -6.4782 -2.0314 -1.4024
C -4.0352 0.1853 0.2467
S -2.8452 -1.2362 -0.0029
H 2.8530 -1.6105 -5.4363
H 2.6987 -2.6485 -3.9224
H 4.4163 -2.3593 -4.6610
H 3.0139 -0.5974 -2.5981
H 4.6612 -0.2726 -3.3730
H 1.0653 2.5738 -4.2366
H 2.3338 2.6293 -2.9081
H 0.8492 -0.9898 -3.7727
H -0.9900 -2.2736 -2.3821
H 1.1786 3.7403 -1.5711
H 0.1732 3.5436 -0.0391
H -1.8544 4.5125 -1.0299
H -0.5385 5.4210 -1.9645
H -2.5351 3.1991 -3.0263
H -0.8348 3.4133 -3.8600
H -0.1671 0.4001 3.1114
H -0.5461 -0.4383 1.5317
H 1.4067 0.6804 0.4287
H 1.4977 2.1052 1.6540
H 1.8281 0.4301 4.9020
H 1.4371 -1.3264 4.2223
H 3.1239 -0.8999 4.8205
H 4.5462 1.2057 3.7397
H 3.7609 2.3190 2.4500
H 5.0199 0.9894 1.9663
H 3.2395 -2.9190 3.5209
H 4.2604 -5.0932 2.3771
H 5.0105 -5.0882 -0.2162
H 4.6803 -2.8168 -1.6444
H 3.6512 -0.6256 -0.5411
H -4.7454 4.7918 1.0206
H -3.4463 4.1934 1.8044
H -6.6920 3.3760 0.7704
H -8.2184 0.4100 -1.9209
H -5.4453 -2.2849 2.2488
H -6.2110 -4.9067 1.6358
H -7.0988 -5.3512 -0.8273
H -6.5132 -1.2234 -2.2223
C 7.1584 -2.6003 2.2565
C 7.6096 -1.2076 2.7465
O 6.6093 -0.6797 3.4588
H 6.2729 -2.5372 1.6179
H 7.9588 -3.0682 1.6627
H 6.9349 -3.2740 3.0918
H 7.9381 -0.6706 1.8305
H 8.5807 -1.3800 3.2581
*
```

Want to see where the charge sits? The Löwdin charges in e are: -0.1908, -0.5254, 0.7923, -0.4620, -0.1457, -0.0188, -0.0505, -0.3705, -0.1312, -0.0596, -0.1365, -0.1481, -0.1428, -0.1495, 0.0123, -0.3481, -0.0017, 0.0061, -0.1126, -0.2295, 0.5561, -0.2262, -0.2000, -0.2065, -0.0525, -0.0816, -0.0965, -0.0793, -0.0626, -0.1082, -0.1436, 0.0446, -0.0300, -0.3316, 0.6246, -0.3955, 0.1037, -0.1853, -0.1868, 0.0126, -0.0328, -0.1442, 0.0110, -0.0780, -0.3058, 0.9083, 0.0510, 0.0718, 0.0779, 0.0446, 0.0846, 0.0783, 0.0756, 0.0759, 0.1042, 0.1061, 0.0970, 0.0936, 0.1225, 0.1303, 0.1003, 0.1131, 0.1073, 0.0754, 0.0767, 0.0451, 0.0350, 0.0616, 0.0440, 0.0166, 0.0388, 0.0804, 0.0840, 0.0860, 0.0677, 0.0650, 0.0803, 0.0908, 0.0570, 0.0430, 0.1090, 0.0940, 0.1008, 0.1189, -0.1579, -0.6145, -0.3588, 0.0126, 0.0422, 0.0523, 0.0600, 0.0582